# 1
Formula: C33H27BrIN7O4Ti
Source: the Open Molecules 2025 dataset
Level of theory: ωB97M-V/def2-TZVPD

Computed properties:
Total energy = -154541.3745 eV
Net charge = 0
HOMO level (alpha / beta) = -0.2175 / -0.2914 Ha
HOMO-LUMO gap (alpha / beta) = 0.2125 / 0.2856 hartree
Spin multiplicity = 3
ΔE to the lowest compared entry with this formula, charge and spin = 94.7 kJ/mol
Expectation value of S² = 2.011

```
74
C33H27BrIN7O4Ti ωB97M-V/def2-TZVPD
C -0.43345 3.18724 -2.08394
N 2.63190 0.54471 3.74721
H 2.59364 -1.50277 0.20620
Ti 0.30367 0.60033 1.40700
H -4.39584 0.43713 -1.05566
H 1.39118 4.01705 1.56282
H -1.86684 0.49788 -1.35374
H 6.10980 -0.78863 0.14248
H -4.33359 0.00094 3.44585
H 3.19040 -3.81551 0.50902
N -0.43607 3.99242 -0.94272
C -0.07593 1.14038 -3.86776
C -0.66758 -2.50031 -4.39849
H -0.48119 -2.36389 -6.52667
H -1.03113 2.44933 -5.29095
O -6.19223 0.16679 1.04290
H -0.94822 2.97926 2.86720
N 0.46737 2.08205 -0.30662
H 2.36437 0.20703 4.65520
H -0.44699 -4.47305 2.67221
C -1.52022 -2.49403 -3.30063
H -3.56338 -2.35352 -2.67254
H -0.80021 4.92597 -0.86363
H 1.69697 -5.35695 1.77300
H 0.44951 2.10025 4.38237
C 3.63026 0.01336 2.94252
N 2.34287 1.44669 1.70552
N -0.04888 2.78486 2.45466
O -5.24262 -0.01809 3.04150
C -5.20080 0.13065 1.72675
H 1.57539 3.31553 3.76501
C 4.63855 -0.90126 3.20759
O -0.74612 0.28469 3.11716
C -2.01787 0.20005 3.03789
C -2.55014 0.27699 1.62559
H 4.25794 0.82105 -0.29403
C 0.95914 2.45297 3.49181
N -2.35309 0.49522 -0.46776
C 5.51517 -1.18266 2.17321
H -2.91762 -2.13330 -6.90074
C -0.09501 -2.47300 1.97198
H -4.46674 -2.14831 -4.95667
H 4.73869 -1.37753 4.17512
C 5.39435 -0.55817 0.92237
C 3.47336 0.60400 1.69280
H -1.36448 4.31051 -3.69334
H -1.05250 -2.16404 2.37968
C 1.42950 -4.31545 1.63662
C 0.11160 3.27737 0.06442
C -3.39726 -2.23660 -4.80730
N -1.64837 0.40857 0.65499
C -0.69952 2.34345 -4.26588
C -0.88564 3.38874 -3.38474
H 6.31244 -1.89604 2.33666
Br 1.20418 -2.66122 -4.21887
C 0.14794 1.99859 -1.67082
C 0.32958 3.80331 1.45987
C 0.23336 -3.81696 2.14037
C -3.85215 0.25981 1.09722
C -3.67240 0.39241 -0.25700
C -2.89130 -2.35871 -3.52198
H 0.83371 0.02868 -2.26433
C -1.16732 -2.36608 -5.68923
C 4.37075 0.34258 0.67227
I -0.87086 -2.60500 -1.34561
C 0.72771 -1.53638 1.30629
C 0.35519 0.95213 -2.57139
C -2.53345 -2.23586 -5.89305
C 2.26214 -3.45228 0.93704
O -2.79788 0.08559 3.97821
H -0.21970 4.73583 1.59022
C 1.85524 1.36589 2.95690
H 0.07681 0.35278 -4.59666
C 1.90987 -2.11548 0.78701
```



# 2
Formula: C4H5ClO
Source: the Open Molecules 2025 dataset
Level of theory: ωB97M-V/def2-TZVPD

Computed properties:
Total energy = -18796.1166 eV
SMILES string = C#C[C@H](Cl)CO
Net charge = 0
HOMO level = -0.3847 Ha
HOMO-LUMO gap = 0.4164 hartree
ΔE to the lowest compared entry with this formula, charge and spin = 200.9 kJ/mol

```
11
C4H5ClO ωB97M-V/def2-TZVPD
H 1.75739 1.19621 -0.07770
C -0.19966 0.89145 -0.30604
C -1.79037 -1.17970 0.19218
C 1.17289 0.32963 -0.09180
O 1.40030 -0.47097 1.16479
H 1.26535 -0.29724 -0.90857
H 0.87835 -1.29875 1.16056
C -1.17528 -0.19668 -0.10816
Cl -0.41598 1.42687 -1.92342
H -2.33241 -2.08312 0.44172
H -0.56058 1.68231 0.45645
```



# 3
Formula: C19H28F5O3PdTe
Source: the Open Molecules 2025 dataset
Level of theory: ωB97M-V/def2-TZVPD

Computed properties:
Total energy = -50647.1724 eV
Net charge = +1
HOMO level (alpha / beta) = -0.4391 / -0.4391 Ha
HOMO-LUMO gap (alpha / beta) = 0.2993 / 0.1958 hartree
Spin multiplicity = 5
ΔE to the lowest compared entry with this formula, charge and spin = 0.0 kJ/mol
Expectation value of S² = 6.017

```
57
C19H28F5O3PdTe ωB97M-V/def2-TZVPD
H -1.37083 -2.53480 1.05218
H 2.29007 0.06328 2.34906
Pd 0.21428 -0.21761 0.07163
H 0.25934 2.42888 -3.01710
H -0.45229 -1.35385 -9.47714
H -1.19586 -0.49131 2.81703
H 3.15200 -0.07784 -0.22843
H -2.07464 -1.52156 -1.34778
C -2.10229 0.46593 -0.27164
H 0.82775 -0.13442 -9.69975
H 1.00401 -1.55351 -4.00417
F 0.07997 -4.18641 1.13548
H -2.47146 1.14436 -1.03171
H -0.12664 -0.01611 -5.52210
C -0.77061 2.08343 -3.13532
C 1.59421 1.49122 -0.62483
H 1.75185 1.71211 -1.67291
C 0.85860 1.59561 1.57120
H -0.05777 2.88848 -0.03279
C -1.89138 -0.94399 -0.44820
O 1.11138 -2.16690 -0.40982
C -1.85710 0.78077 1.09246
H 2.47791 -1.60474 -8.97822
H -2.90329 0.27631 -3.40963
H -0.99400 -0.25307 -7.49835
F 2.49130 -4.45865 -0.13912
H -1.30684 2.19202 -2.19160
O 0.64120 -1.23127 -6.61477
C 0.92323 -0.51030 -3.66468
C 1.89076 0.62057 1.51188
H -1.99784 1.75234 1.55678
C 0.44262 -0.91573 -9.04060
O -0.24494 -0.34839 -2.79177
C -1.51175 -1.48848 0.83186
H -2.42941 0.86272 -5.00773
H 0.34351 1.90779 2.47480
H 1.82328 -0.15823 -3.14315
Te 1.70930 -3.18442 1.02781
C 0.33137 0.46049 -4.67030
H 0.94302 1.33144 -4.90941
H -2.04497 -0.81129 -4.57094
C 0.09704 -0.34028 -7.66312
C 1.36090 -2.31160 -7.25342
H 1.31624 -2.90358 -9.35483
F 2.33270 -4.18697 2.52716
H 0.76818 -3.22877 -7.08020
C -1.44990 -0.40477 1.76794
F 3.34780 -2.20658 1.13962
F 0.97812 -1.98687 2.33914
C 1.48782 -2.00510 -8.75672
C 0.65372 2.12006 0.25392
H 0.54725 0.66486 -7.53744
C -0.79143 0.66869 -3.65799
H -1.25744 2.71942 -3.89023
C 2.35141 0.54554 0.15129
C -2.13436 0.20748 -4.18060
H 2.34210 -2.41537 -6.76123
```



# 4
Formula: C62H57N9O24
Source: the Open Molecules 2025 dataset
Level of theory: ωB97M-V/def2-TZVPD

Computed properties:
Total energy = -127743.3317 eV
SMILES string = O=[N+]([O-])c1ccccc1.O=[N+]([O-])c1ccccc1.O=[N+]([O-])c1ccccc1.O=[N+]([O-])c1ccccc1.O=[N+]([O-])c1ccccc1.O=[N+]([O-])c1ccccc1.O=[N+]([O-])c1ccccc1.O=[N+]([O-])c1ccccc1.O=[N+]([O-])c1ccccc1.C[C@H]1COC(=O)O1.C[C@H]1COC(=O)O1
Net charge = 0
HOMO level = -0.3472 Ha
HOMO-LUMO gap = 0.3043 hartree

```
152
C62H57N9O24 ωB97M-V/def2-TZVPD
C -2.70051 -4.36800 -0.76248
O -1.22752 -5.16292 1.97773
C 0.74683 -3.13418 4.04700
H 6.04109 -3.81801 -0.29320
O 2.82101 2.95191 -5.59175
H -7.65653 4.21919 -2.02860
O -6.09178 3.99589 2.72069
H 3.90570 2.64821 -0.89535
H -1.38179 6.16606 1.66656
C -1.13822 -1.72201 -4.49106
O 0.52796 6.80738 5.31763
C -3.45460 -3.89607 0.26071
C -5.03310 3.04899 -0.19975
C -3.58817 3.70237 3.62114
C 0.59106 -0.92722 -5.99220
H -4.13521 2.93033 3.19900
H 6.56575 -2.09005 -0.57943
C 4.88913 0.01190 -2.62159
H -1.66810 6.63168 5.32590
H -3.87035 2.64371 -3.35318
H 0.88156 -7.24695 1.39278
H 2.50661 3.63565 4.14661
C -2.17214 -2.06908 -1.20804
C -6.25369 3.64056 -0.47738
C 4.82033 0.92326 -1.57030
O 3.19376 -3.84434 -3.54233
H -6.91006 3.89942 0.32665
C 0.34005 -6.65942 -0.59743
C 3.50644 2.32489 -2.99215
C -0.15654 -2.02545 -5.43716
O 1.99877 6.16751 3.87290
H 0.89769 1.16649 -5.99987
O 5.09481 -2.87838 -2.76498
H -0.96042 -0.67969 5.73401
H 1.74372 -3.50660 3.73809
C -0.79568 -1.54639 5.12373
H 1.28514 -1.62789 5.51020
N 1.20915 1.02162 1.12810
C -1.46189 5.75343 0.65093
C -1.44471 -0.44849 -4.13975
C 1.76090 4.91032 5.79233
C -2.31059 3.52182 4.19181
H 1.53871 -0.77855 -3.07344
H 0.77081 -7.67124 -2.43817
C -0.77542 0.60346 -4.70752
O -2.32829 1.38697 -1.85745
H 1.41951 -3.48529 0.14236
C -4.25820 2.66411 -1.30474
H -2.97218 5.80462 -2.35762
C 0.46759 -2.07669 4.95181
C -2.31166 6.15238 -0.34578
H -2.27423 -0.37118 -3.46709
C 6.19716 -4.86234 -2.69984
O -4.06810 -6.13051 0.76702
H 4.46828 -0.49215 -4.65758
H -3.16211 6.80531 -0.20557
C 1.93315 2.57745 7.33866
C -1.86690 -2.22155 4.56679
C -0.07907 -7.22806 -1.91473
H -0.50136 -6.49524 -2.62816
C -3.61726 -2.57624 0.59065
C 3.68721 1.45572 -4.02838
C -2.31101 5.87853 4.80978
H 2.83864 1.66587 5.71282
H 1.36526 -3.16930 -2.32781
C -4.60927 2.97066 -2.62180
H 1.10925 -8.59478 0.21700
H -1.62401 -1.22680 -1.65709
H -1.50821 -3.77370 -2.40615
N -0.92341 4.37132 -3.32519
C 2.22840 3.72911 5.19405
H -6.18891 3.75067 -3.83732
H 1.42370 -1.19084 -6.69826
H -2.86554 -1.89975 4.85007
H -4.75110 2.82414 0.82642
C -2.93267 -1.64448 -0.15832
O 1.63648 2.06179 0.67147
H -1.08244 1.60671 -4.36108
H -0.49954 -6.13846 -0.11275
O 3.62307 -5.49891 -0.76414
C -0.24883 4.46375 -0.92493
H 1.21901 3.78689 9.00866
H -1.65533 -2.56248 -4.04379
N -3.03465 1.85555 -0.99684
H -0.98198 4.55352 5.53012
O -6.15138 6.14566 3.08778
C 2.56907 -6.03344 -0.51198
N -4.02908 -4.95098 1.12014
C 1.31811 -0.14138 0.24180
H 2.96237 3.25654 -3.18381
C -1.69396 -3.26422 3.66252
C -4.20309 4.91854 3.63895
H 7.73004 -3.50689 -0.83191
C 4.31009 -3.87502 -3.19849
O 3.28512 0.99401 -6.22696
C -5.83246 3.58671 -2.87231
C 4.11721 2.07145 -1.77468
H -2.47562 -5.38469 -0.94424
H 1.38533 1.13549 -1.57479
O 4.94935 -5.05833 -3.27716
O 2.49261 -7.19249 0.14337
O -0.38912 -4.36512 -5.31957
O 0.71590 0.87204 2.22222
O -2.87568 1.62721 0.21735
N 3.17714 1.82599 -5.39593
C -0.37880 -3.73832 3.46709
O -4.43227 -4.57924 2.21402
O 1.09680 -3.65325 -6.67338
C -1.76411 4.58832 4.86848
C -0.44340 4.88650 0.35930
H 6.93932 -5.16490 -3.42413
H 1.27535 -1.62402 1.74018
C 0.27531 0.36302 -5.59473
H -4.23091 -2.16530 1.40564
O -1.72012 4.69523 -4.15432
C 1.43224 4.94775 7.19006
N -0.24383 -4.72148 2.45906
H 0.63954 3.93129 -1.27000
N -5.57873 5.07184 3.07156
H 1.99844 1.61923 7.87449
C 4.38957 0.24385 -3.86975
H 6.99839 -2.86550 -3.13615
N 0.23465 -3.47837 -5.84289
H 5.41443 -0.91701 -2.46453
H 6.16444 -5.52269 -1.81339
H -4.11402 6.98790 4.26653
C -1.16582 4.78680 -1.88513
C 1.40854 0.12651 -1.13310
C 6.68388 -3.14637 -0.89112
H -2.50510 -3.87996 3.32958
H -3.07369 -0.53677 -0.09486
H 5.26149 0.75101 -0.64056
C 2.31196 2.60663 5.98599
C -3.62426 6.04228 4.25536
O 0.90060 -5.06266 2.03986
C -2.26651 5.55269 -1.59662
N 1.42391 6.06166 4.93497
C 1.31877 -1.43356 0.67628
C -6.62661 3.89065 -1.78207
C 1.43027 -0.96411 -2.00466
C 1.39086 -2.50010 -0.21303
C 6.34988 -3.35457 -2.38687
C 1.46233 3.76775 7.95281
H -1.76372 2.54293 4.21095
C 1.15947 -7.55088 0.39850
H 1.03417 5.86688 7.59996
H -0.75571 -8.01543 -1.74682
C -2.03633 -3.44268 -1.54263
C 1.34390 -2.31981 -1.59668
O 1.34980 -5.61672 -0.83860
O 0.10479 3.76526 -3.52996
H 0.15852 4.54516 1.14036
```



# 5
Formula: C16H26O10
Source: the Open Molecules 2025 dataset
Level of theory: ωB97M-V/def2-TZVPD

Computed properties:
Total energy = -37490.1298 eV
SMILES string = CCOC(=O)C(O)(CCC(O)(C(=O)OCC)C(=O)OCC)C(=O)OCC
Net charge = 0
HOMO level = -0.3564 Ha
HOMO-LUMO gap = 0.3831 hartree
ΔE to the lowest compared entry with this formula, charge and spin = 0.0 kJ/mol

```
52
C16H26O10 ωB97M-V/def2-TZVPD
C -1.69875 0.30769 1.00193
O -3.97604 1.51931 -0.39514
H -5.25600 -0.88525 -0.43474
H 5.40739 0.85032 0.83735
C -1.48379 -1.88307 1.79728
C 3.41935 -2.91810 -1.40136
C -2.89185 -2.44803 1.90044
H 1.60302 1.38638 -1.46783
O -1.39083 -0.94005 0.72115
H -0.75210 -2.65653 1.56046
C 5.05335 1.26583 -0.11120
H 0.78222 2.42221 -0.27305
H 3.56003 -3.91496 -1.80897
H 4.83908 3.18995 -1.05514
H 3.65676 -2.93505 -0.34044
C 2.90461 0.94448 0.78216
H 4.71675 3.22544 0.71043
C -1.63807 1.23105 -0.22779
O -3.05178 0.04656 -1.81557
O 3.67529 0.90743 -0.28777
C -5.85392 -0.01130 -0.18752
H -5.84446 0.13106 0.89045
C -5.28687 1.21848 -0.88149
C 1.56104 -0.95492 0.13426
H -3.19136 -2.88630 0.95117
O 0.71208 0.69735 1.66607
O 3.26037 1.21590 1.90105
H -2.92192 -3.21296 2.67091
H -1.19658 -1.37735 2.72300
H 1.71213 -2.46815 -2.66418
H -5.23562 1.05785 -1.96308
H -5.88053 2.10732 -0.66090
H 5.57295 0.79172 -0.94570
H -0.67300 1.51288 -2.09878
H 1.29595 -3.13978 -1.05710
C -0.47377 0.95242 -1.18345
O -1.65081 2.55893 0.20203
O 1.77659 -1.13471 -1.16084
C 0.88384 1.40207 -0.64961
H 1.33554 0.83936 2.39968
C 5.23604 2.77532 -0.13188
C 1.44905 0.54201 0.49069
H -0.47808 -0.10807 -1.42628
O 1.50908 -1.82979 0.95546
H -6.87563 -0.17873 -0.51601
O -2.10522 0.73164 2.05434
H -1.92315 2.54865 1.13562
H 4.09330 -2.22868 -1.90399
C 1.97655 -2.48113 -1.60539
H 6.29322 3.01344 -0.06046
C -2.96362 0.85756 -0.93174
H -3.59184 -1.65771 2.16144
```



# 6
Formula: C26H54ClN4O11S3
Source: the Open Molecules 2025 dataset
Level of theory: ωB97M-V/def2-TZVPD

Computed properties:
Total energy = -101339.9026 eV
Net charge = -1
HOMO level = -0.2148 Ha
HOMO-LUMO gap = 0.2828 hartree

```
99
C26H54ClN4O11S3 ωB97M-V/def2-TZVPD
H -27.90329 38.79206 9.89522
H -26.76970 38.46367 5.91873
O -28.90704 37.02515 7.46998
H -27.57285 34.58364 5.36261
O -31.58697 31.97242 7.81623
H -26.58424 37.78735 8.05642
C -32.66020 34.23005 6.76091
H -24.55432 42.78392 9.22370
N -26.19568 41.68242 8.45460
C -25.28799 42.71624 8.43717
H -27.87050 33.11053 9.28961
H -26.86221 34.96785 1.23175
H -25.82833 40.60905 5.19545
C -24.11328 39.29535 4.41100
H -26.14164 41.22799 1.15315
H -31.15907 38.71102 3.92852
H -27.57415 37.76843 12.61933
H -24.56984 35.23869 7.40630
C -26.94112 33.52512 8.93267
H -32.68783 37.61314 7.21791
H -30.99801 40.33242 4.51766
H -27.86842 41.16371 7.24320
H -28.72734 35.10160 10.95710
C -26.59527 34.41560 7.95763
H -25.45255 39.98601 0.10145
C -28.19963 39.78728 2.48733
O -27.12610 39.24195 9.52483
C -28.48851 37.29578 12.97947
H -25.46468 36.44549 5.37762
H -27.45133 43.49194 6.05180
H -27.91015 35.95021 3.27337
C -25.29596 39.69480 4.99759
C -28.59582 36.12771 10.60153
O -29.55177 38.57671 10.89399
C -29.99635 33.71228 6.72074
H -29.22648 32.94196 6.78625
C -27.26062 34.27005 4.38723
O -32.73116 37.10987 8.03296
H -25.60980 32.69302 2.03172
O -29.39914 39.18894 6.64752
C -24.00405 37.89152 4.50283
H -29.02044 41.45594 9.38222
O -30.56870 41.07254 10.71399
C -25.13040 37.44687 5.16264
H -27.54326 36.37485 10.73914
H -28.84100 40.30095 1.76143
H -23.10453 37.36785 4.22340
N -25.88017 38.54502 5.45076
H -25.83967 37.57212 9.66479
C -31.65520 39.68456 3.93546
O -30.88717 37.40657 6.25172
O -27.38612 37.89941 0.79488
C -31.93697 37.82008 8.98436
C -24.75567 33.93802 9.14596
C -26.20901 33.35309 2.63865
H -32.96343 34.57838 5.77217
O -28.74942 37.49242 5.18624
C -26.36608 40.31955 0.59121
H -23.42855 39.93893 3.87924
H -28.81989 39.14394 3.10368
S -29.63943 37.22748 11.55709
H -30.05696 40.28809 10.98056
C -25.19636 34.65938 8.06332
S -26.81867 38.96081 1.69132
C -27.09913 41.89143 7.45765
H -33.54303 33.95082 7.33068
H -28.25336 36.26780 13.26001
H -26.09818 32.42386 4.64042
H -27.14538 40.55002 -0.13368
H -31.81318 39.65157 1.97640
N -27.43220 35.06406 3.29659
H -28.89157 37.83278 13.83276
H -31.90248 37.18428 9.86737
H -27.28150 34.77014 7.21088
H -25.85029 32.82622 10.59040
H -28.85767 36.10794 9.54514
H -32.14584 35.05666 7.24604
N -25.82589 33.31612 9.71641
H -25.38827 38.89596 8.58916
C -25.71973 43.64021 7.51780
C -26.76041 34.54904 2.21785
O -31.79036 40.31519 2.66961
H -29.96433 34.41720 7.54689
H -27.80754 40.65580 3.02591
C -30.10993 41.44717 9.41997
H -26.20751 40.90861 9.10662
H -30.53566 42.40868 9.14135
S -31.54378 32.80007 6.56233
H -29.79184 34.20569 5.76666
C -26.23409 38.30197 8.95187
H -30.45379 40.69943 8.70085
Cl -29.50660 37.77624 6.38072
C -26.54663 33.16832 4.00179
H -23.75809 33.90994 9.55249
C -26.85635 43.10525 6.86168
H -32.37513 38.79099 9.23125
H -30.93147 37.98744 8.57476
H -32.60097 39.55355 4.46728
H -25.29168 44.62595 7.41575
```



> Number 2 is which compound?

C4H5ClO



> The highest net charge belongs to which entry?

C19H28F5O3PdTe



> Which of these has the highest total energy?

C4H5ClO